Entry 1:
The following is a quantum chemistry calculation of an isolated molecule of C3H4O2 at a distorted geometry, from the OMol25 dataset.

Computed properties:
* SMILES: C=CC(=O)O
* multiplicity: 1
* highest occupied orbital energy: -10.5 eV
* total charge: 0

Each line ends with the natural charge from an NBO analysis.
Cartesian coordinates (Å):
C: 1.519 0.289 -0.067  -0.3059
C: 0.335 -0.305 -0.008  -0.3261
C: -0.998 0.477 -0.056  0.7578
O: -1.005 1.659 0.018  -0.5490
O: -2.132 -0.309 -0.071  -0.6828
H: 2.366 -0.438 0.115  0.2076
H: 1.678 1.315 -0.123  0.2234
H: 0.112 -1.397 0.001  0.1877
H: -1.875 -1.292 0.192  0.4872

Entry 2:
The following is a quantum chemistry calculation of a 14-piece molecular cluster, C54H78N6O8 overall at a distorted geometry, from the OMol25 dataset.

Computed properties:
* multiplicity: 1
* highest occupied orbital energy: -9.2 eV
* total charge: 0

Each line ends with the Mulliken charge.
Cartesian coordinates (Å):
N: -9.062 -13.808 -15.032  -0.5432
C: -9.575 -14.550 -14.089  -0.6330
C: -10.303 -15.746 -14.358  -0.2202
C: -10.501 -16.129 -15.650  0.0762
C: -9.977 -15.340 -16.709  -0.6309
C: -9.265 -14.200 -16.301  -0.5333
H: -9.347 -14.122 -13.103  0.6657
H: -10.713 -16.375 -13.570  0.2851
H: -11.115 -16.986 -15.886  0.5323
H: -10.049 -15.651 -17.746  0.4486
H: -8.845 -13.496 -16.981  0.5810
N: -8.944 -18.356 -11.691  0.5701
C: -7.993 -18.470 -10.749  -0.2251
C: -8.228 -18.885 -9.425  -1.0035
C: -9.558 -19.256 -9.112  -0.3351
C: -10.588 -19.132 -10.060  -1.0732
C: -10.195 -18.650 -11.388  -0.2154
H: -6.980 -18.219 -11.116  0.6576
H: -7.401 -19.091 -8.710  0.3887
H: -9.837 -19.578 -8.093  0.3652
H: -11.627 -19.198 -9.809  0.4593
H: -10.889 -18.454 -12.198  0.4429
N: -5.338 -20.603 -10.813  0.2697
C: -5.892 -21.660 -10.139  -0.5722
C: -6.503 -22.768 -10.743  -0.9540
C: -6.595 -22.747 -12.163  -0.3889
C: -5.986 -21.683 -12.868  0.8810
C: -5.286 -20.705 -12.133  -1.1141
H: -5.847 -21.523 -9.076  0.3986
H: -6.944 -23.545 -10.203  0.5060
H: -7.114 -23.552 -12.687  0.2982
H: -6.060 -21.676 -13.945  -0.1450
H: -4.884 -19.885 -12.702  0.6839
N: -4.441 -14.606 -18.866  -0.4770
C: -4.752 -15.846 -18.375  -1.0435
C: -5.615 -15.973 -17.302  0.2331
C: -6.160 -14.803 -16.713  -0.0164
C: -5.871 -13.547 -17.236  -0.6581
C: -5.003 -13.503 -18.336  -0.6879
H: -4.286 -16.749 -18.757  0.8317
H: -5.805 -16.958 -16.865  0.1209
H: -6.782 -14.909 -15.864  0.7435
H: -6.411 -12.710 -16.851  0.5483
H: -4.631 -12.535 -18.698  0.2940
N: -4.739 -14.557 -10.461  -0.5532
C: -4.268 -13.767 -11.421  -0.5564
C: -4.961 -13.441 -12.575  -0.3320
C: -6.241 -13.956 -12.747  0.2588
C: -6.752 -14.814 -11.733  -0.0835
C: -5.905 -15.124 -10.639  -0.6405
H: -3.300 -13.341 -11.112  0.4303
H: -4.528 -12.691 -13.301  0.3334
H: -6.911 -13.696 -13.549  0.2590
H: -7.692 -15.235 -11.749  0.4693
H: -6.181 -15.804 -9.806  0.4241
N: -7.052 -19.281 -15.919  0.3154
C: -5.692 -19.262 -16.079  -0.2536
C: -4.905 -18.491 -15.277  -0.1986
C: -5.528 -17.678 -14.261  -0.1224
C: -6.892 -17.696 -14.116  0.1485
C: -7.614 -18.468 -15.055  -0.9451
H: -5.220 -20.009 -16.755  -0.1180
H: -3.844 -18.576 -15.402  0.7705
H: -5.003 -17.070 -13.523  -0.3531
H: -7.446 -17.269 -13.277  0.0921
H: -8.686 -18.654 -14.965  0.4671
C: -1.877 -19.722 -19.659  -0.8681
C: -3.363 -19.321 -19.579  0.8303
O: -3.940 -19.285 -18.529  -0.2083
C: -4.096 -19.049 -20.832  -1.3336
H: -1.543 -20.011 -20.659  0.4028
H: -1.687 -20.520 -18.926  0.0062
H: -1.309 -18.830 -19.343  0.2615
H: -4.927 -18.410 -20.609  0.2921
H: -4.520 -20.005 -21.150  0.3622
H: -3.518 -18.732 -21.691  0.4255
C: 0.257 -16.488 -13.345  -1.1897
C: -0.939 -17.329 -13.094  0.7226
O: -0.850 -18.532 -13.317  -0.5049
C: -2.207 -16.649 -12.676  0.3057
H: 1.095 -17.113 -13.589  0.3916
H: 0.552 -15.871 -12.466  0.3325
H: -0.002 -15.884 -14.181  0.1660
H: -2.982 -16.873 -13.381  -0.6802
H: -2.190 -15.597 -12.617  0.3561
H: -2.634 -17.117 -11.769  0.0830
C: -7.449 -20.590 -19.980  -0.5854
C: -8.764 -19.985 -19.595  0.6814
O: -9.821 -20.618 -19.636  -0.6458
C: -8.824 -18.538 -19.120  -0.2648
H: -7.490 -21.657 -19.716  0.2006
H: -6.594 -20.071 -19.592  -0.3114
H: -7.361 -20.440 -21.068  0.4838
H: -7.864 -18.117 -18.805  -0.1550
H: -9.549 -18.469 -18.348  0.1127
H: -9.245 -17.999 -19.985  0.4744
C: -3.391 -18.579 -8.686  -0.5597
C: -3.930 -17.897 -7.471  0.8647
O: -5.105 -17.576 -7.425  -0.5516
C: -2.902 -17.626 -6.419  -1.3369
H: -3.350 -19.639 -8.443  0.2956
H: -2.379 -18.293 -9.055  0.4004
H: -4.081 -18.441 -9.436  -0.1286
H: -2.029 -17.187 -6.895  0.3447
H: -2.596 -18.576 -5.940  0.3185
H: -3.256 -16.972 -5.652  0.3586
C: -1.020 -14.249 -17.887  -1.5266
C: -1.679 -15.174 -16.915  0.7692
O: -1.443 -16.341 -16.903  -0.4722
C: -2.662 -14.489 -15.889  -0.4664
H: -0.392 -14.755 -18.622  0.3605
H: -0.536 -13.420 -17.445  0.4279
H: -1.776 -13.745 -18.513  0.2776
H: -3.219 -13.778 -16.461  0.3752
H: -2.110 -14.080 -15.027  0.5934
H: -3.233 -15.342 -15.437  -0.3335
C: -1.031 -20.908 -15.888  -1.1036
C: -2.136 -21.593 -15.145  0.8084
O: -2.834 -22.405 -15.716  -0.5927
C: -2.260 -21.224 -13.709  -0.3932
H: -0.975 -19.820 -15.776  0.2371
H: -1.090 -21.220 -16.924  0.2149
H: -0.075 -21.305 -15.614  0.4250
H: -1.273 -21.243 -13.264  0.4823
H: -3.052 -21.804 -13.234  0.1971
H: -2.638 -20.167 -13.604  -0.1756
C: -6.791 -22.932 -17.119  -0.7488
C: -6.984 -23.386 -15.704  1.0442
O: -7.921 -23.046 -15.045  -0.4409
C: -5.940 -24.380 -15.225  -1.4835
H: -7.548 -22.130 -17.179  -0.0973
H: -6.908 -23.751 -17.830  0.4910
H: -5.799 -22.505 -17.330  0.2068
H: -5.069 -23.845 -14.957  0.2569
H: -5.634 -25.005 -16.028  0.4753
H: -6.217 -25.014 -14.413  0.3987
C: -10.836 -21.324 -16.418  -0.9151
C: -11.258 -20.482 -15.231  0.8631
O: -11.604 -19.335 -15.263  -0.5738
C: -11.164 -21.231 -13.872  -0.9497
H: -11.470 -22.188 -16.305  0.5289
H: -9.805 -21.696 -16.296  0.0076
H: -10.940 -20.747 -17.317  0.2203
H: -12.099 -21.030 -13.325  0.3683
H: -10.414 -20.876 -13.205  0.1141
H: -11.050 -22.294 -14.040  0.3563

Entry 3:
The following is a quantum chemistry calculation of a 2-piece molecular cluster, C10H16O overall at a distorted geometry, from the OMol25 dataset.

Computed properties:
* SMILES: Cc1ccc(O)cc1.CCC
* multiplicity: 1
* highest occupied orbital energy: -8.5 eV
* total charge: 0

Each line ends with the natural charge from an NBO analysis.
Cartesian coordinates (Å):
C: -1.644 -0.200 -2.398  -0.6276
C: -1.026 0.893 -1.550  -0.0536
C: 0.285 1.291 -1.793  -0.1848
C: 0.903 2.220 -0.951  -0.2962
C: 0.247 2.656 0.179  0.2996
O: 0.844 3.449 1.125  -0.6718
C: -1.081 2.304 0.413  -0.2578
C: -1.688 1.385 -0.431  -0.1925
H: -1.253 -1.192 -2.198  0.2192
H: -1.580 0.054 -3.453  0.2152
H: -2.723 -0.209 -2.224  0.2127
H: 0.702 0.973 -2.744  0.2149
H: 1.976 2.358 -1.044  0.2089
H: 1.793 3.462 0.975  0.4773
H: -1.572 2.769 1.257  0.2248
H: -2.728 1.194 -0.213  0.2129
C: 1.147 -1.259 0.492  -0.6075
C: 0.179 -2.228 1.183  -0.3930
C: 0.881 -2.987 2.312  -0.6122
H: 2.068 -1.756 0.199  0.1991
H: 1.314 -0.431 1.165  0.2031
H: 0.630 -0.834 -0.349  0.2151
H: -0.649 -1.658 1.605  0.1962
H: -0.299 -2.910 0.472  0.1893
H: 1.916 -3.208 2.050  0.1993
H: 0.988 -2.299 3.153  0.1989
H: 0.372 -3.838 2.767  0.2105

Entry 4:
The following is a quantum chemistry calculation of C10H23N6O3Pt as an isolated structure, from the OMol25 dataset.

Computed properties:
* multiplicity: 1
* highest occupied orbital energy: -12.3 eV
* total charge: +1

Each line ends with the natural charge from an NBO analysis.
Cartesian coordinates (Å):
Pt: -1.265 0.089 -0.333  0.8980
C: -2.304 2.388 -1.704  -0.5394
C: -0.893 2.861 -1.420  0.1197
C: -0.608 4.232 -1.998  -0.6364
O: -0.801 2.888 0.018  -0.7387
C: 0.155 1.831 -1.889  0.7544
O: 1.311 2.100 -2.099  -0.5781
O: -0.295 0.586 -1.972  -0.7575
H: -3.027 3.138 -1.390  0.2469
H: -2.564 1.463 -1.145  0.1323
H: -2.443 2.160 -2.759  0.2494
H: -1.234 4.977 -1.507  0.2254
H: -0.824 4.250 -3.067  0.2340
H: 0.442 4.487 -1.868  0.2434
H: -0.008 3.389 0.249  0.4902
C: -0.040 -2.188 1.063  -0.0672
N: 1.112 -2.901 1.533  -0.4475
C: 1.925 -2.005 2.363  -0.0827
N: 2.368 -0.833 1.608  -0.4441
C: 1.223 -0.097 1.143  -0.0782
N: 0.347 -0.967 0.260  -0.4066
C: 1.222 -1.447 -0.905  -0.0810
N: 2.354 -2.174 -0.400  -0.4412
C: 1.912 -3.325 0.378  -0.0813
C: 3.149 -1.290 0.453  -0.0837
H: -0.616 -1.843 1.922  0.1815
H: -0.654 -2.822 0.422  0.2185
H: 2.800 -2.551 2.713  0.2225
H: 1.344 -1.683 3.229  0.2036
H: 1.531 0.759 0.542  0.2318
H: 0.616 0.238 1.986  0.2049
H: 1.540 -0.569 -1.461  0.2587
H: 0.596 -2.073 -1.539  0.2185
H: 2.778 -3.880 0.734  0.2204
H: 1.310 -3.980 -0.254  0.2094
H: 3.475 -0.427 -0.128  0.2203
H: 4.025 -1.829 0.812  0.2181
N: -3.827 -0.377 0.490  -0.6543
N: -2.583 -0.340 1.216  -0.6277
H: -4.622 -0.353 1.122  0.3753
H: -3.852 -1.231 -0.054  0.3783
H: -2.452 -1.141 1.832  0.3820
H: -2.627 0.490 1.805  0.4082

Entry 5:
The following is a quantum chemistry calculation of a 2-piece molecular cluster, C4H12 overall at a distorted geometry, from the OMol25 dataset.

Computed properties:
* SMILES: CC.CC
* multiplicity: 1
* highest occupied orbital energy: -11.5 eV
* total charge: 0

Each line ends with the natural charge from an NBO analysis.
Cartesian coordinates (Å):
C: -1.421 -0.216 1.606  -0.6163
C: -0.633 -1.498 1.451  -0.6174
H: -0.842 0.462 2.285  0.2014
H: -1.673 0.366 0.715  0.2110
H: -2.441 -0.459 2.003  0.2046
H: -1.237 -2.102 0.721  0.2002
H: -0.332 -2.060 2.345  0.2150
H: 0.246 -1.357 0.845  0.2020
C: 0.529 1.082 -1.077  -0.6145
C: 1.694 0.574 -1.972  -0.6209
H: -0.509 0.792 -1.352  0.1980
H: 0.494 0.656 -0.067  0.1988
H: 0.460 2.148 -0.951  0.2032
H: 1.525 -0.452 -2.304  0.2135
H: 1.543 1.232 -2.870  0.2064
H: 2.598 0.833 -1.380  0.2150

Entry 6:
The following is a quantum chemistry calculation of an isolated molecule of C8H10 at a distorted geometry, from the OMol25 dataset.

Computed properties:
* <S²>: 2.016
* multiplicity: 3
* highest occupied orbital energy (alpha / beta): -4.6 / -8.5 eV
* total charge: 0

Each line ends with the Mulliken spin population.
Cartesian coordinates (Å):
C: -1.317 -0.174 0.326  0.1602
C: -0.855 0.665 -0.829  0.6511
C: -2.266 0.258 -0.653  -0.0719
C: 0.942 -0.216 0.332  0.0025
C: -0.290 -0.581 1.053  0.4040
C: 0.483 0.573 -0.944  0.5439
C: -0.184 -1.446 2.233  -0.0128
C: 1.429 1.204 -1.874  -0.0341
H: -2.848 1.142 -0.479  0.0299
H: -2.604 -0.368 -1.452  0.0136
H: 1.627 0.497 1.001  0.0771
H: 1.536 -1.173 0.010  0.0701
H: -0.739 -2.325 2.111  0.0203
H: -0.633 -0.946 3.131  0.0322
H: 0.860 -1.488 2.457  0.0043
H: 1.001 1.474 -2.958  0.0174
H: 2.236 0.634 -2.011  0.0188
H: 1.623 2.270 -1.454  0.0732

The calculation returns the following energy relative to the best compared isomer or geometry (same formula, charge and spin) values, one per record and in order: 86.6, 0.0, 97.1, 3.0, 68.2, 401.4 kJ/mol.